10
Properties=species:S:1:pos:R:3 method="wB97M-V/def2-TZVPD" e_tot_ev=-77237.43158 e_homo_ev=-10.0324 e_above_lowest_kcal_mol=78.5 homo_lumo_gap_ev=10.39 lumo_ev=0.35
C 0.56 -0.80 -1.17
Cl -0.81 0.25 -1.60
Cl 1.94 0.11 -0.59
Cl 0.84 -1.91 -2.54
H 0.19 -1.41 -0.34
C -0.59 0.77 1.14
Cl -0.07 -0.91 1.11
Cl 0.74 1.92 1.23
Cl -1.65 1.01 2.55
H -1.14 0.96 0.21

---

8
Properties=species:S:1:pos:R:3 method="wB97M-V/def2-TZVPD" multiplicity=5 e_tot_ev=-46536.62977 e_homo_ev="-7.4187 / -9.8249" e_above_lowest_kcal_mol=142.9 s2=6.00 homo_lumo_gap_ev="7.92 / 8.82" lumo_ev="0.50 / -1.00"
F -1.81 1.59 0.19
C -1.36 0.40 0.33
C -1.35 -0.82 0.20
H -1.71 -1.81 0.40
O 1.04 1.03 -0.21
O 1.51 -0.23 -0.79
H 0.75 -0.89 -0.40
Co 2.93 0.73 0.28

---

11
Properties=species:S:1:pos:R:3 method="wB97M-V/def2-TZVPD" e_tot_ev=-5279.50228 e_homo_ev=-9.4410 smiles=C#CC1CC1 e_above_lowest_kcal_mol=39.1 homo_lumo_gap_ev=10.66 lumo_ev=1.22
C 2.51 -0.20 -0.04
C 1.35 0.09 -0.22
C -0.04 0.42 -0.45
C -1.08 -0.66 -0.27
C -1.02 0.48 0.70
H 3.53 -0.47 0.11
H -0.22 1.12 -1.26
H -1.90 -0.69 -0.98
H -0.71 -1.63 0.06
H -1.79 1.24 0.65
H -0.63 0.29 1.69

---

6
Properties=species:S:1:pos:R:3 method="wB97M-V/def2-TZVPD" multiplicity=7 e_tot_ev=-36107.43670 e_homo_ev="-13.5692 / -11.9176" total_charge=+1 s2=12.05 homo_lumo_gap_ev="8.16 / 5.55" lumo_ev="-5.41 / -6.37"
O 2.21 -1.45 -1.46
P 1.81 -0.49 -0.14
H 1.77 -2.31 -1.50
F -2.91 -0.44 -0.84
F 1.85 1.04 -0.88
Eu -1.13 -0.62 0.20